(1)
ORCA calculation (wB97M-V/def2-TZVPD) on 2 unconnected molecules or ions with the total composition C3H7NO in a non-equilibrium geometry.

Last column: natural (NBO) charge in e.
Geometry (Å):
C: 0.142 1.917 -1.103  -0.0037
N: -0.306 0.721 -0.976  -0.4515
C: 0.984 0.055 -0.761  0.5165
O: 1.562 -0.115 0.265  -0.5247
H: -0.267 2.537 -1.906  0.1648
H: 0.742 2.432 -0.348  0.1704
H: 1.377 -0.354 -1.702  0.1311
C: -0.862 -1.410 1.322  -0.8536
H: -1.786 -1.394 0.748  0.2104
H: -0.346 -0.460 1.314  0.2226
H: -0.198 -2.123 0.826  0.2063
H: -1.042 -1.806 2.319  0.2114

Calculated values
**E**: -6759.4092 eV
**HOMO energy**: -9.94 eV
**Frontier orbital gap**: 9.7047 eV
**SMILES string**: C=NC=O.C
**Strongest force on any atom**: 3.27 eV/A

=====

(2)
ORCA calculation (wB97M-V/def2-TZVPD) on C8H18Si2 in the gas phase in a non-equilibrium geometry.

Last column: natural (NBO) charge in e.
Geometry (Å):
C: 0.055 1.385 -3.430  -1.0998
Si: 1.085 0.983 -1.939  1.5769
C: 2.319 -0.353 -2.417  -1.0926
C: 2.041 2.540 -1.488  -1.0856
C: 0.065 0.379 -0.596  -0.4315
C: -0.550 -0.146 0.311  -0.4412
Si: -1.218 -0.862 1.832  1.5817
C: -3.087 -0.966 1.903  -1.1016
C: -0.657 -2.619 2.136  -1.1016
C: -0.498 0.030 3.288  -1.0985
H: 0.700 1.498 -4.298  0.2359
H: -0.668 0.614 -3.653  0.2418
H: -0.508 2.301 -3.271  0.2383
H: 2.519 -0.278 -3.487  0.2358
H: 3.227 -0.269 -1.835  0.2363
H: 1.901 -1.325 -2.128  0.2406
H: 1.307 3.075 -0.868  0.2351
H: 2.911 2.349 -0.883  0.2376
H: 2.282 3.094 -2.380  0.2376
H: -3.661 -0.405 1.151  0.2465
H: -3.416 -1.994 1.821  0.2398
H: -3.385 -0.613 2.888  0.2375
H: -0.437 -2.670 3.204  0.2349
H: 0.150 -2.988 1.480  0.2461
H: -1.428 -3.338 1.922  0.2333
H: -1.007 -0.301 4.218  0.2368
H: 0.554 -0.225 3.371  0.2413
H: -0.594 1.104 3.145  0.2384

Calculated values
**E**: -24343.7086 eV
**HOMO energy**: -9.77 eV
**Frontier orbital gap**: 10.6082 eV
**SMILES string**: C[Si](C)(C)C#C[Si](C)(C)C
**Strongest force on any atom**: 2.01 eV/A

=====

(3)
ORCA calculation (wB97M-V/def2-TZVPD) on C5H14N2 in the gas phase in a non-equilibrium geometry.

Last column: natural (NBO) charge in e.
Geometry (Å):
C: 0.597 -2.475 0.352  -0.6238
C: 1.622 -1.325 -0.030  -0.4048
C: 1.544 -0.146 0.997  -0.2127
N: 0.707 0.727 0.245  -0.6438
C: -0.764 0.596 0.253  -0.2386
C: -1.675 1.194 -0.890  -0.2173
N: -1.740 2.743 -0.962  -0.8427
H: 0.026 -2.848 -0.492  0.2077
H: 0.998 -3.340 0.995  0.2082
H: -0.187 -2.156 0.988  0.2009
H: 1.516 -0.943 -0.987  0.2191
H: 2.594 -1.743 -0.018  0.1992
H: 2.581 0.337 1.089  0.1983
H: 1.074 -0.225 2.027  0.1727
H: 0.797 1.586 0.670  0.3442
H: -1.137 -0.491 0.042  0.1962
H: -1.141 0.849 1.336  0.1707
H: -1.418 0.732 -1.891  0.1743
H: -2.681 0.919 -0.668  0.1933
H: -0.883 3.162 -1.271  0.3518
H: -2.430 2.846 -1.785  0.3470

Calculated values
**E**: -8389.9421 eV
**HOMO energy**: -8.75 eV
**Frontier orbital gap**: 9.8674 eV
**SMILES string**: CCCNCCN
**Strongest force on any atom**: 4.88 eV/A

=====

(4)
ORCA calculation (wB97M-V/def2-TZVPD) on 2 unconnected molecules or ions with the total composition C4H11NO2S2 in a non-equilibrium geometry.

Last column: natural (NBO) charge in e.
Geometry (Å):
C: 1.019 -0.809 -2.048  -0.7290
C: 1.800 -0.332 -0.862  0.6927
O: 2.874 0.217 -0.758  -0.5912
N: 1.197 -0.535 0.446  -0.6563
C: 0.158 -1.517 0.786  -0.2377
C: -1.133 -0.940 1.353  -0.6004
S: -1.046 0.792 1.881  0.1185
S: -0.604 2.067 0.327  -0.1441
H: 1.651 -1.439 -2.695  0.2495
H: 0.363 -0.197 -2.647  0.2627
H: 0.515 -1.667 -1.605  0.2146
H: 1.826 -0.406 1.220  0.3988
H: 0.036 -2.167 -0.065  0.1972
H: 0.716 -2.086 1.561  0.2007
H: -2.062 -1.089 0.762  0.2158
H: -1.563 -1.625 2.077  0.2560
H: 0.766 2.242 0.277  0.1490
O: -1.948 -1.434 -2.794  -0.9312
H: -2.107 -0.484 -2.714  0.4710
H: -1.966 -1.739 -1.885  0.4634

Calculated values
**E**: -31580.8359 eV
**HOMO energy**: -9.25 eV
**Frontier orbital gap**: 9.6163 eV
**SMILES string**: CC(=O)NCCSS.O
**Strongest force on any atom**: 3.63 eV/A

=====

(5)
ORCA calculation (wB97M-V/def2-TZVPD) on a gas-phase ion, C8H11N2 (charge +1) in a non-equilibrium geometry.

Last column: natural (NBO) charge in e.
Geometry (Å):
H: -0.834 -3.160 0.336  0.3867
N: -0.906 -2.357 -0.292  -0.5459
C: -1.414 -1.344 0.197  0.4337
C: -1.839 -0.856 1.608  -0.4858
C: -1.349 0.652 1.704  -0.4469
C: -0.771 0.953 0.356  0.1982
C: 0.005 0.415 -0.534  0.2569
C: 1.171 0.637 -1.487  -0.2934
C: 2.450 0.046 -1.102  -0.3971
C: 2.251 1.480 -0.860  -0.3507
N: -1.316 -0.055 -0.643  -0.4580
H: -2.890 -0.736 1.709  0.2606
H: -1.285 -1.510 2.349  0.2650
H: -0.454 0.772 2.407  0.2749
H: -2.270 1.287 1.831  0.2647
H: 0.901 0.609 -2.596  0.2714
H: 3.119 -0.068 -2.001  0.2406
H: 2.677 -0.673 -0.315  0.2425
H: 1.914 1.767 0.168  0.2132
H: 2.787 2.109 -1.400  0.2328
H: -1.947 0.032 -1.436  0.4367

Calculated values
**E**: -11442.5396 eV
**HOMO energy**: -14.02 eV
**Charge**: +1
**Frontier orbital gap**: 9.9137 eV
**SMILES string**: [H]/N=C1\CCC2=C(C3CC3)[N@H+]21
**Strongest force on any atom**: 5.31 eV/A

=====

(6)
ORCA calculation (wB97M-V/def2-TZVPD) on a molecular structure, C8H10O5Pb in a non-equilibrium geometry.

Last column: natural (NBO) charge in e.
Geometry (Å):
Pb: -0.044 -0.034 -0.048  1.1428
O: 3.540 -0.775 -0.958  -0.3224
C: 2.428 -0.634 -0.786  0.4906
C: -2.483 0.607 0.697  0.4833
O: -3.503 0.912 1.148  -0.3216
C: -0.160 -2.270 1.421  0.4985
O: 0.011 -2.877 2.352  -0.3293
C: 0.003 2.161 -1.668  0.4852
O: 0.023 3.059 -2.355  -0.3263
H: -0.542 -1.578 -1.940  0.0354
H: -1.276 -1.412 -1.730  0.0383
C: 2.100 2.407 3.035  -0.4360
C: 0.596 2.655 3.208  -0.4391
C: 0.043 1.251 3.087  -0.0634
O: 0.969 0.563 2.122  -0.6462
C: 2.145 1.440 1.869  -0.0726
H: 2.743 3.289 2.928  0.2707
H: 2.449 1.850 3.916  0.2369
H: 0.231 3.260 2.366  0.2059
H: 0.278 3.205 4.103  0.2778
H: 0.004 0.716 4.054  0.2323
H: -0.966 1.160 2.670  0.1701
H: 2.037 1.982 0.913  0.1623
H: 3.032 0.802 1.739  0.2270

Calculated values
**E**: -23923.0233 eV
**HOMO energy**: -18.02 eV
**Charge**: +2
**Frontier orbital gap**: 9.3469 eV
**Strongest force on any atom**: 6.10 eV/A

=====

(7)
ORCA calculation (wB97M-V/def2-TZVPD) on C4H5N3O in the gas phase in a non-equilibrium geometry.

Last column: natural (NBO) charge in e.
Geometry (Å):
C: 0.745 1.058 -0.240  -0.0969
C: 1.710 0.165 -0.285  0.0917
O: 1.728 -1.158 0.236  -0.4971
C: 0.355 -1.619 0.227  0.3601
N: -0.405 -1.367 -0.740  -0.3398
N: -1.738 -1.147 -0.245  -0.3221
C: -1.683 0.081 0.038  0.2544
N: -0.676 1.003 0.218  -0.6364
H: 1.011 2.057 -0.474  0.2084
H: 2.713 0.604 -0.551  0.2145
H: -0.067 -2.141 1.132  0.1761
H: -2.633 0.478 0.436  0.1827
H: -1.059 1.985 0.250  0.4044

Calculated values
**E**: -10742.7519 eV
**HOMO energy**: -8.46 eV
**Frontier orbital gap**: 9.1034 eV
**SMILES string**: c1cocnnc[nH]1
**Strongest force on any atom**: 3.25 eV/A